# 1
Density functional theory data (ωB97M-V/def2-TZVPD) for C19H31BrF3I2N7O19 as an isolated structure.

Last column: Mulliken charge in e.
Cartesian coordinates (Å):
C1 2.191 3.138 0.879  -0.703
C2 1.712 2.011 -0.187  -0.198
I1 3.051 0.242 -0.414  0.075
C3 0.453 2.168 -0.959  -1.004
I2 0.153 0.466 -2.386  0.098
C4 -0.649 3.347 -0.892  1.801
C5 -0.350 4.176 -2.300  -0.202
C6 0.723 5.388 -2.196  0.027
O1 0.249 6.646 -2.421  -0.572
O2 2.165 5.305 -1.906  -0.444
C7 -0.714 4.498 0.261  -0.570
C8 -2.096 5.346 -0.131  0.332
O3 -2.410 6.627 0.060  -0.581
O4 -2.914 4.243 -0.710  -0.436
C9 -2.235 2.903 -0.764  0.199
C10 -2.791 2.204 0.611  -0.816
C11 -1.818 1.082 1.289  0.426
O5 -1.011 1.512 2.299  -0.532
Br1 -1.657 -0.848 0.798  0.011
C12 -3.053 2.141 -1.922  0.376
F1 -2.614 2.293 -3.316  -0.249
F2 -4.469 2.672 -1.880  -0.305
F3 -3.225 0.656 -1.698  -0.197
H1 3.116 2.698 1.492  0.356
H2 2.587 4.114 0.370  0.141
H3 1.387 3.402 1.722  0.187
H4 -1.355 4.624 -2.766  0.397
H5 0.049 3.435 -3.148  0.494
H6 2.349 6.160 -1.376  0.407
H7 -0.995 4.167 1.374  0.349
H8 0.261 5.141 0.514  0.407
H9 -2.891 3.087 1.408  0.330
H10 -3.901 1.782 0.500  0.341
C13 -2.619 -1.068 5.161  -0.633
N1 -2.504 -2.517 4.841  0.864
O6 -1.980 -3.245 5.693  -0.496
O7 -2.942 -2.882 3.744  -0.509
H11 -2.195 -0.891 6.152  0.304
H12 -2.063 -0.517 4.400  0.182
H13 -3.679 -0.810 5.143  0.279
C14 -1.536 -4.565 8.903  -0.666
N2 -2.524 -4.029 9.877  0.841
O8 -3.715 -4.047 9.544  -0.503
O9 -2.076 -3.605 10.949  -0.512
H14 -2.067 -4.901 8.010  0.294
H15 -0.843 -3.758 8.658  0.261
H16 -1.020 -5.400 9.382  0.282
C15 0.773 -4.254 -0.123  -0.737
N3 1.358 -2.942 -0.509  0.712
O10 1.078 -1.967 0.199  -0.303
O11 2.082 -2.926 -1.511  -0.452
H17 0.162 -4.120 0.771  0.317
H18 0.163 -4.601 -0.959  0.311
H19 1.601 -4.938 0.075  0.220
C16 5.302 -4.801 -3.578  -0.722
N4 5.144 -5.052 -2.120  0.811
O12 6.134 -4.863 -1.404  -0.508
O13 4.032 -5.430 -1.737  -0.440
H20 6.326 -4.475 -3.772  0.313
H21 5.090 -5.738 -4.099  0.289
H22 4.590 -4.022 -3.858  0.266
C17 3.081 5.182 -5.501  -0.680
N5 3.196 3.733 -5.821  0.864
O14 3.720 3.005 -4.970  -0.497
O15 2.758 3.368 -6.918  -0.524
H23 3.505 5.359 -4.510  0.257
H24 3.637 5.733 -6.262  0.307
H25 2.021 5.440 -5.519  0.266
C18 -6.435 2.315 -4.108  -0.691
N6 -7.877 2.208 -4.459  0.849
O16 -8.414 1.102 -4.317  -0.510
O17 -8.430 3.236 -4.866  -0.514
H26 -6.082 1.340 -3.766  0.304
H27 -5.900 2.626 -5.007  0.293
H28 -6.344 3.058 -3.313  0.266
C19 5.774 -7.356 1.098  -0.659
N7 4.398 -7.571 1.622  0.830
O18 3.646 -6.589 1.657  -0.479
O19 4.111 -8.718 1.983  -0.523
H29 5.886 -6.306 0.820  0.269
H30 6.474 -7.622 1.893  0.299
H31 5.899 -8.002 0.227  0.258

Output
**Charge**: 0
**Orbital gap**: 7.987 eV
**F_max**: 0.1864 hartree/bohr
**LUMO level**: -1.01 eV



# 2
Density functional theory data (ωB97M-V/def2-TZVPD) for C19H31BrO7Se2Ta as an isolated structure.

Last column: Mulliken charge in e.
Cartesian coordinates (Å):
Ta1 0.568 -0.296 -0.427  2.402
C1 1.650 2.105 1.692  -0.999
O1 1.981 0.952 0.843  -0.090
C2 3.422 0.947 0.608  -0.701
C3 3.724 -0.007 -0.524  -0.757
O2 2.692 -1.045 -0.510  -0.481
C4 3.031 -2.211 0.290  -0.793
C5 2.248 -2.146 1.566  -0.534
O3 0.887 -1.785 1.212  0.314
C6 0.002 -2.045 2.359  -1.033
H1 1.472 2.968 1.052  0.349
H2 0.786 1.856 2.292  0.216
H3 2.496 2.288 2.350  0.585
H4 3.753 1.953 0.350  0.554
H5 3.890 0.651 1.548  0.473
H6 3.673 0.466 -1.494  0.243
H7 4.697 -0.479 -0.411  0.585
H8 2.795 -3.086 -0.310  0.151
H9 4.102 -2.222 0.484  0.607
H10 2.241 -3.117 2.063  0.733
H11 2.627 -1.397 2.263  0.213
H12 0.108 -3.097 2.615  0.414
H13 0.306 -1.410 3.188  0.339
H14 -1.015 -1.828 2.066  0.258
C7 -3.363 -0.207 -0.506  -1.052
Se1 -1.942 -1.526 -0.550  0.421
C8 -2.111 -2.011 -2.422  -0.714
C9 -0.998 -2.955 -2.847  -0.939
Se2 0.648 -2.860 -1.786  0.327
C10 0.237 -4.321 -0.566  -1.078
H15 -3.142 0.611 -1.187  0.346
H16 -3.479 0.140 0.517  0.328
H17 -4.261 -0.740 -0.812  0.533
H18 -2.101 -1.086 -2.990  0.354
H19 -3.085 -2.487 -2.527  0.699
H20 -0.695 -2.762 -3.873  0.435
H21 -1.294 -4.000 -2.770  0.565
H22 0.111 -5.210 -1.181  0.517
H23 -0.667 -4.114 -0.001  0.378
H24 1.082 -4.474 0.099  0.336
Br1 -4.572 5.553 3.190  -0.025
C11 -3.480 4.283 2.396  0.046
C12 -3.103 4.441 1.057  -0.671
C13 -2.298 3.497 0.467  -0.708
C14 -1.862 2.385 1.212  0.643
C15 -2.247 2.236 2.558  -0.518
C16 -3.052 3.180 3.146  -0.710
C17 -1.039 1.409 0.597  0.870
O4 -0.640 1.421 -0.630  -0.715
O5 -0.557 0.356 1.205  -0.865
H25 -3.446 5.301 0.501  0.488
H26 -1.997 3.611 -0.567  0.500
H27 -1.915 1.378 3.130  0.454
H28 -3.360 3.081 4.178  0.483
C18 0.983 1.434 -4.057  -1.313
C19 0.891 0.735 -2.768  0.574
O6 1.602 1.025 -1.746  -0.662
O7 0.070 -0.216 -2.524  -0.499
H29 1.967 1.878 -4.185  0.403
H30 0.241 2.240 -4.049  0.325
H31 0.739 0.760 -4.875  0.392

Output
**Charge**: +3
**Orbital gap**: 6.726 eV
**Relative energy (zero: lowest compared OMol25 entry of this formula, charge and spin)**: 0.0 kcal/mol
**F_max**: 0.0073 hartree/bohr
**LUMO level**: -9.78 eV



# 3
Density functional theory data (ωB97M-V/def2-TZVPD) for a 3-piece molecular cluster, C19H31F16NO7P3S overall.

Last column: Mulliken charge in e.
Cartesian coordinates (Å):
C1 -1.383 1.801 5.230  -0.898
C2 -1.374 2.665 4.181  -0.521
C3 -1.815 2.299 2.795  -1.159
P1 -0.422 1.945 1.449  1.676
N1 0.365 0.910 2.676  -0.758
C4 -1.411 0.473 0.628  -1.631
C5 -0.715 -0.872 0.577  -0.587
O1 -1.308 -1.783 -0.357  -0.608
C6 0.999 1.786 0.175  -1.702
C7 2.427 1.588 0.708  -0.879
C8 3.486 2.278 -0.165  -0.131
C9 4.127 3.466 0.514  0.255
O2 4.743 3.325 1.560  -0.602
O3 4.010 4.694 -0.065  -0.496
P2 0.688 3.874 2.251  0.296
S1 -0.356 5.569 2.427  -0.445
P3 -1.654 3.331 0.064  0.140
O4 -1.194 3.075 -1.545  -0.557
O5 -3.211 2.680 0.040  -0.418
H1 -0.817 0.885 5.209  0.277
H2 -2.006 2.038 6.080  0.276
H3 -1.105 3.688 4.420  0.460
H4 -2.418 1.422 2.955  0.370
H5 -2.452 3.136 2.524  0.595
H6 1.038 0.239 2.319  0.236
H7 -0.364 0.334 3.077  0.256
H8 -2.392 0.325 1.051  0.451
H9 -1.590 0.746 -0.415  0.728
H10 0.352 -0.832 0.386  0.193
H11 -0.831 -1.348 1.553  0.224
H12 -2.192 -1.458 -0.547  0.332
H13 1.035 2.756 -0.318  0.698
H14 0.775 1.095 -0.627  0.531
H15 2.567 1.802 1.759  0.737
H16 2.648 0.528 0.599  0.253
H17 4.289 1.575 -0.310  -0.040
H18 3.102 2.494 -1.156  0.468
H19 4.147 4.637 -1.016  0.343
H20 1.747 4.245 1.393  -0.089
H21 1.346 3.585 3.469  0.118
H22 -0.801 3.904 -1.828  0.351
H23 -3.421 2.414 -0.864  0.253
C10 6.756 -1.695 -0.866  -0.697
C11 7.313 -3.058 -1.316  0.840
C12 8.082 -3.127 -2.641  0.100
F1 7.360 -2.705 -3.693  -0.212
F2 8.431 -4.416 -2.878  -0.272
F3 6.319 -3.971 -1.299  -0.271
F4 8.207 -3.436 -0.357  -0.329
O6 5.407 -1.353 -1.155  -0.317
C13 5.020 -0.843 -2.377  0.658
C14 4.134 -1.806 -3.179  0.275
F5 4.688 -3.025 -3.293  -0.226
F6 3.954 -1.305 -4.424  -0.263
F7 6.096 -0.423 -3.079  -0.309
F8 4.278 0.250 -2.116  -0.246
H24 6.770 -1.741 0.221  0.403
H25 7.433 -0.884 -1.134  0.324
H26 8.999 -2.535 -2.575  0.279
H27 3.162 -1.905 -2.691  0.265
C15 -8.159 -2.608 -0.688  -0.737
C16 -7.580 -3.051 -2.044  0.897
C17 -6.485 -4.124 -2.052  0.087
F9 -5.406 -3.781 -1.332  -0.188
F10 -6.080 -4.321 -3.331  -0.273
F11 -7.180 -1.961 -2.730  -0.267
F12 -8.625 -3.589 -2.741  -0.331
O7 -7.643 -1.453 -0.040  -0.403
C18 -6.496 -1.496 0.730  0.733
C19 -5.324 -0.728 0.105  0.357
F13 -5.095 -1.100 -1.170  -0.251
F14 -4.206 -0.970 0.820  -0.295
F15 -6.172 -2.772 1.032  -0.290
F16 -6.790 -0.886 1.893  -0.292
H28 -9.187 -2.326 -0.912  0.395
H29 -8.229 -3.447 0.004  0.336
H30 -6.882 -5.070 -1.673  0.261
H31 -5.527 0.346 0.122  0.266

Output
**Charge**: -1
**Orbital gap**: 5.203 eV
**F_max**: 0.0502 hartree/bohr
**LUMO level**: 1.98 eV



# 4
Density functional theory data (ωB97M-V/def2-TZVPD) for a 3-piece molecular cluster, C19H31F2O5P2Si overall.

Last column: Mulliken charge in e.
Cartesian coordinates (Å):
C1 2.193 -1.185 -1.000  -1.022
Si1 2.084 -0.291 0.683  0.283
C2 2.738 -1.531 1.988  -1.045
C3 0.318 0.307 1.133  -0.792
C4 -0.646 0.332 -0.118  -0.891
C5 -1.729 1.471 -0.106  1.134
F1 -1.501 2.487 0.788  -0.260
F2 -1.701 2.063 -1.384  -0.300
P1 -3.490 0.792 0.081  -0.007
P2 -4.481 1.641 1.876  0.509
O1 -4.739 3.095 1.637  -0.600
C6 3.366 1.133 0.643  0.879
C7 3.051 2.549 0.794  -0.354
C8 4.163 3.497 0.692  -0.444
C9 5.535 3.093 0.473  -0.434
C10 5.862 1.674 0.323  -0.606
C11 4.763 0.723 0.422  -0.389
H1 2.943 -2.017 -0.865  0.398
H2 2.629 -0.542 -1.815  0.150
H3 1.195 -1.602 -1.299  0.413
H4 2.553 -1.174 3.037  0.315
H5 3.852 -1.575 1.820  0.297
H6 2.317 -2.551 1.795  0.326
H7 -0.104 -0.434 1.867  0.331
H8 0.430 1.283 1.664  0.446
H9 -1.209 -0.645 -0.107  0.324
H10 -0.101 0.347 -1.097  0.178
H11 -4.315 1.191 -1.018  0.245
H12 -3.475 -0.633 0.125  0.267
H13 -3.713 1.390 3.062  0.143
H14 -5.742 0.979 2.008  0.112
H15 1.997 2.849 0.975  0.206
H16 3.958 4.591 0.772  0.313
H17 6.379 3.819 0.406  0.335
H18 6.884 1.272 0.165  0.359
H19 4.996 -0.362 0.313  0.150
O2 1.230 -1.851 -3.927  -0.583
C12 1.685 -1.004 -4.645  0.569
O3 2.920 -0.465 -4.482  -0.337
C13 3.114 0.592 -5.435  -0.410
C14 2.132 0.305 -6.552  -0.511
C15 0.980 -0.352 -5.811  -0.405
H20 2.915 1.547 -4.941  0.271
H21 4.146 0.585 -5.784  0.302
H22 1.845 1.195 -7.112  0.329
H23 2.569 -0.407 -7.256  0.266
H24 0.268 0.383 -5.429  0.229
H25 0.474 -1.093 -6.426  0.304
O4 -4.949 -1.383 1.465  -0.605
C16 -4.999 -1.688 2.635  0.552
O5 -4.910 -0.795 3.652  -0.316
C17 -4.890 -1.505 4.909  -0.479
C18 -5.526 -2.846 4.616  -0.518
C19 -5.119 -3.089 3.174  -0.469
H26 -3.853 -1.597 5.240  0.280
H27 -5.448 -0.942 5.656  0.327
H28 -5.209 -3.631 5.301  0.342
H29 -6.614 -2.763 4.681  0.285
H30 -4.146 -3.581 3.104  0.285
H31 -5.874 -3.653 2.630  0.321

Output
**Charge**: +1
**Orbital gap**: 7.280 eV
**F_max**: 0.0681 hartree/bohr
**LUMO level**: -3.52 eV



# 5
Density functional theory data (ωB97M-V/def2-TZVPD) for C19H31F6NO2Si2Ta as an isolated structure.

Last column: Mulliken charge in e.
Cartesian coordinates (Å):
Ta1 -10.884 2.997 13.865  0.456
C1 -14.218 3.202 11.522  -0.916
Si1 -14.268 2.256 13.182  0.023
C2 -15.824 2.724 14.186  -1.133
C3 -14.003 0.506 12.642  -1.061
C4 -12.884 2.736 14.369  2.236
C5 -12.744 1.666 15.333  -1.280
C6 -13.687 0.820 15.851  -0.108
C7 -13.327 -0.220 16.686  -0.586
C8 -12.007 -0.269 17.193  -0.690
C9 -11.149 0.751 16.738  -0.817
N1 -11.449 1.416 15.626  -0.128
Si2 -12.842 4.515 15.119  0.195
C10 -13.806 5.951 14.491  -1.021
C11 -11.004 4.859 15.146  -1.179
C12 -13.630 4.379 16.850  -1.206
H1 -14.062 4.245 11.653  0.393
H2 -15.054 3.122 10.839  0.520
H3 -13.316 2.759 10.954  0.078
H4 -16.717 2.046 14.174  0.450
H5 -16.125 3.638 13.665  0.375
H6 -15.664 3.043 15.252  0.331
H7 -14.899 0.240 12.152  0.534
H8 -13.616 -0.165 13.486  0.292
H9 -13.134 0.513 12.023  0.285
H10 -14.767 0.999 15.676  0.354
H11 -14.041 -1.000 16.854  0.556
H12 -11.746 -1.057 17.917  0.494
H13 -10.168 0.845 17.062  0.665
H14 -14.041 6.906 15.010  0.424
H15 -14.812 5.783 14.042  0.372
H16 -13.190 6.330 13.611  0.321
H17 -10.069 4.271 15.242  0.579
H18 -11.055 5.516 16.091  0.546
H19 -10.704 5.605 14.410  0.594
H20 -13.300 3.496 17.419  0.331
H21 -14.726 4.442 16.788  0.367
H22 -13.216 5.290 17.327  0.527
C13 -7.345 0.630 13.692  -1.088
C14 -8.760 0.813 13.337  0.832
C15 -9.580 -0.242 12.699  -0.709
O1 -9.356 1.834 13.940  -0.798
H23 -7.012 -0.273 13.174  0.413
H24 -7.248 0.629 14.746  0.358
H25 -6.825 1.495 13.284  0.376
H26 -9.224 -0.638 11.764  0.487
H27 -10.522 0.297 12.453  -0.009
H28 -9.876 -1.099 13.354  0.324
C16 -11.214 5.024 10.245  -1.402
C17 -10.036 4.481 11.072  0.547
O2 -10.603 3.898 12.245  0.471
C18 -9.151 5.642 11.649  0.538
F1 -8.528 6.417 10.738  -0.190
F2 -9.974 6.358 12.466  -0.210
F3 -8.109 5.118 12.442  -0.232
C19 -9.102 3.435 10.290  0.570
F4 -9.982 2.426 9.946  -0.232
F5 -8.055 2.831 11.001  -0.201
F6 -8.560 3.992 9.200  -0.183
H29 -11.781 5.692 10.851  0.366
H30 -11.899 4.175 9.953  0.353
H31 -10.872 5.635 9.383  0.446

Output
**Charge**: +3
**Orbital gap (spin up / spin down)**: 6.848 / 6.847 eV
**Relative energy (zero: lowest compared OMol25 entry of this formula, charge and spin)**: 15.3 kcal/mol
**F_max**: 0.0941 hartree/bohr
**LUMO level (spin up / spin down)**: -11.80 / -11.80 eV



# 6
Density functional theory data (ωB97M-V/def2-TZVPD) for C19H31F9HgOP2 as an isolated structure.

Last column: Mulliken charge in e.
Cartesian coordinates (Å):
P1 1.457 -1.623 -3.441  1.332
P2 0.836 1.730 -0.545  1.139
C1 1.256 0.069 -2.784  -0.077
C2 1.632 0.282 -1.309  -0.716
H1 0.198 0.344 -2.964  -0.655
H2 1.862 0.747 -3.409  0.449
H3 1.396 -0.601 -0.692  0.141
H4 2.720 0.438 -1.227  0.426
C3 -0.476 2.421 -1.522  -1.277
H5 -0.987 3.187 -0.921  0.523
H6 -1.218 1.655 -1.789  0.167
H7 -0.083 2.882 -2.437  0.333
C4 1.994 2.953 -0.012  -1.390
H8 1.721 3.906 -0.485  0.411
H9 3.000 2.664 -0.346  0.336
H10 1.992 3.063 1.072  0.355
C5 0.678 -2.767 -2.298  -1.366
H11 1.217 -2.756 -1.340  0.492
H12 0.721 -3.783 -2.719  0.450
H13 -0.376 -2.503 -2.108  0.177
C6 3.128 -2.062 -3.898  -1.400
H14 3.712 -1.164 -4.150  0.416
H15 3.113 -2.743 -4.765  0.418
H16 3.614 -2.567 -3.051  0.426
Hg1 -2.326 -0.190 -3.941  0.591
C7 -1.324 1.163 -5.258  -0.642
C8 -2.494 0.626 -5.891  -0.642
C9 -2.403 -0.460 -6.938  -0.657
C10 -1.747 -1.774 -6.434  -0.939
C11 -1.205 -1.750 -4.998  -0.880
C12 0.279 -1.501 -4.959  -0.088
C13 0.723 -0.386 -5.939  -1.192
C14 0.072 1.005 -5.825  -1.002
C15 -2.804 -0.874 -2.028  -1.103
H17 -1.450 2.144 -4.783  0.773
H18 -3.373 1.274 -5.965  0.432
H19 -1.875 -0.107 -7.840  0.276
H20 -3.429 -0.699 -7.272  0.369
H21 -2.506 -2.569 -6.489  0.384
H22 -0.959 -2.058 -7.146  0.276
H23 -1.461 -2.682 -4.472  0.677
H24 0.753 -2.433 -5.359  0.154
H25 0.572 -0.753 -6.966  0.625
H26 1.815 -0.240 -5.860  0.368
H27 0.727 1.657 -5.217  0.409
H28 0.097 1.447 -6.842  0.494
H29 -1.945 -0.896 -1.344  -0.082
H30 -3.225 -1.883 -2.120  0.403
H31 -3.564 -0.180 -1.643  0.320
F1 -0.542 3.130 2.384  -0.225
C16 -0.950 1.873 2.719  0.494
F2 -1.002 1.784 4.071  -0.262
F3 -2.202 1.727 2.226  -0.231
C17 0.010 0.834 2.083  0.504
O1 -0.019 1.167 0.669  -0.291
C18 1.423 0.863 2.713  0.497
F4 1.466 0.168 3.871  -0.242
F5 2.329 0.322 1.844  -0.194
F6 1.843 2.132 2.980  -0.267
C19 -0.563 -0.606 2.104  0.512
F7 -0.824 -1.078 3.347  -0.257
F8 -1.704 -0.676 1.376  -0.215
F9 0.333 -1.444 1.500  -0.258

Output
**Charge**: 0
**Orbital gap (spin up / spin down)**: 4.641 / 3.869 eV
**Relative energy (zero: lowest compared OMol25 entry of this formula, charge and spin)**: 0.0 kcal/mol
**F_max**: 0.0864 hartree/bohr
**LUMO level (spin up / spin down)**: 0.00 / 0.02 eV



Number 1: total energy -6023.404340 a.u.. Number 2: total energy -8702.314871 a.u.. Number 3: total energy -4344.051605 a.u.. Number 4: total energy -2290.433118 a.u.. Number 5: total energy -2181.979686 a.u.. Number 6: total energy -2552.434329 a.u..